[1]
Computed, not measured: 20 unconnected molecules or ions with the total composition C22H68ClFN3O21 in a non-equilibrium geometry, with wB97M-V/def2-TZVPD.

Computed properties:
Calculated total energy in hartree: -3183.082951
Multiplicity: 1
Charge: +1
Maximum force in eV/Å: 2.6
Orbital gap in eV: 8.51
LUMO energy in Eh: -0.1307

CARTESIAN COORDINATES (ANGSTROEM)
C  -1.79744  2.94035  2.48697
C  -1.73062  1.80134  2.07693
C  -1.91896  0.42774  1.47358
C  -1.90727  -0.53116  2.70233
C  -3.27387  -0.75337  3.39117
C  -3.92202  0.51817  3.96500
Cl  -5.13745  -0.00463  5.21007
C  -2.97042  0.28850  0.37480
F  -4.23451  -0.15696  0.67485
N  -2.38013  -0.56237  -0.69434
C  -3.31073  -1.22153  -1.62572
N  -4.14119  -0.19573  -2.25336
C  -1.09571  -0.57643  -0.62256
C  -0.32067  -1.39724  -1.63557
N  -0.71492  -2.80760  -1.70601
C  -0.63691  0.33768  0.51570
C  -0.42838  1.70942  -0.25190
O  0.27111  1.45150  -1.48512
C  -0.18961  2.43278  -2.43676
C  0.81419  2.58884  -3.60892
C  0.75998  0.13635  1.16864
C  1.07708  -1.25208  1.76937
O  1.02562  -1.36735  2.97624
C  1.49962  -2.47733  0.98050
C  0.65430  -3.58913  0.97886
C  1.02357  -4.73922  0.28020
C  2.25590  -4.77767  -0.37649
C  3.11585  -3.67571  -0.38045
C  2.71105  -2.53571  0.30147
H  -1.93392  3.96717  2.78050
H  -1.50378  -1.51124  2.39640
H  -1.20270  -0.12629  3.44391
H  -3.08523  -1.42468  4.24868
H  -3.95028  -1.32886  2.73954
H  -4.49125  1.05915  3.19383
H  -3.17057  1.19365  4.39515
H  -3.17924  1.22151  -0.17875
H  -2.81679  -1.76523  -2.43727
H  -3.91386  -1.96491  -1.07942
H  -4.09261  -0.29892  -3.25755
H  -5.08448  -0.31849  -1.90699
H  0.76728  -1.27266  -1.52147
H  -0.54910  -0.94662  -2.62584
H  -1.33595  -3.07497  -0.95228
H  0.09279  -3.41838  -1.71079
H  0.23967  2.35850  0.33734
H  -1.37348  2.20126  -0.51795
H  -0.25416  3.43817  -1.97243
H  -1.19713  2.16411  -2.82148
H  1.81045  2.60496  -3.15328
H  0.61308  3.54241  -4.11196
H  0.70485  1.73883  -4.29832
H  0.92576  0.90587  1.93760
H  1.50295  0.32741  0.36856
H  -0.30908  -3.58097  1.50095
H  0.40045  -5.62831  0.21385
H  2.56666  -5.68060  -0.90816
H  4.09059  -3.66502  -0.87145
H  3.35463  -1.65384  0.36113
O  3.08005  4.06913  -4.76720
H  3.79510  3.49938  -4.46244
H  3.23865  4.90609  -4.30978
O  6.01237  4.09296  -5.35589
H  6.78347  3.94187  -5.91705
H  5.35917  4.47551  -5.95475
O  8.83233  4.40812  -4.33542
H  7.89321  4.20569  -4.39889
H  8.92045  5.26480  -4.76754
O  5.02672  -1.11344  -1.52216
H  5.63635  -0.38232  -1.35336
H  4.40553  -0.75415  -2.16488
O  0.67627  -7.31221  -1.15586
H  0.77979  -8.20629  -0.81083
H  0.82605  -7.40697  -2.10230
O  -0.55739  5.56713  -2.27302
H  -1.28335  5.24237  -2.81660
H  -0.97123  6.21150  -1.68843
O  -5.13183  4.00479  3.82663
H  -5.08028  3.10794  4.17253
H  -4.96457  3.90648  2.88351
O  3.46423  -4.77723  2.87399
H  4.07267  -4.05070  3.04463
H  2.83854  -4.41572  2.23479
O  7.62759  -2.68213  -0.17072
H  8.36289  -2.71227  -0.79239
H  6.90766  -2.29552  -0.68383
O  0.48499  5.72057  -5.42882
H  1.30511  5.21427  -5.39007
H  0.00982  5.34027  -6.17487
O  -8.18290  2.04112  5.45173
H  -7.44858  1.46193  5.68318
H  -8.03639  2.83828  5.97414
O  -3.82224  -2.18274  -4.31708
H  -3.74204  -3.08453  -3.98492
H  -3.62368  -2.26505  -5.25705
O  -4.75163  1.56585  8.24054
H  -3.91944  1.08473  8.19384
H  -5.25440  1.24027  7.48664
O  2.91668  -7.57314  1.99365
H  3.68636  -8.11521  2.19636
H  3.04164  -6.77746  2.53207
O  -7.14586  6.13365  5.25433
H  -6.34169  6.46642  5.66467
H  -6.84184  5.40184  4.70428
O  5.85857  -0.70810  1.42643
H  6.71583  -1.14852  1.34871
H  5.35441  -1.04759  0.68092
O  4.31685  -7.60894  -1.03799
H  4.28643  -7.42269  -0.09021
H  4.70653  -6.81673  -1.42105
O  -9.74955  1.14763  3.29714
H  -9.20306  1.35490  4.07353
H  -9.49842  0.25037  3.05973
O  6.02242  5.79138  -2.97195
H  6.81519  6.14196  -2.55256
H  6.32691  4.99885  -3.42887

[2]
Computed, not measured: 15 unconnected molecules or ions with the total composition C22H68F6N17O24S2 in a non-equilibrium geometry, with wB97M-V/def2-TZVPD.

Computed properties:
Calculated total energy in hartree: -5011.303309
Multiplicity: 1
Charge: -1
Maximum force in eV/Å: 10.6
Orbital gap in eV: 8.75
LUMO energy in Eh: 0.0661

CARTESIAN COORDINATES (ANGSTROEM)
C  -0.17682  1.89104  1.83652
F  -1.31913  1.30172  2.12860
F  -0.00095  3.10109  2.45395
F  0.83446  1.03125  2.18273
S  -0.04796  2.24566  -0.09576
O  -1.30491  2.88652  -0.49600
O  1.15430  3.06694  -0.25413
N  0.06638  0.70964  -0.76837
S  1.52974  0.52099  -1.12300
O  1.88511  1.26641  -2.35381
O  2.51389  0.73630  -0.04113
C  1.70661  -1.37424  -1.55216
F  2.91656  -1.62868  -1.82309
F  1.39583  -2.18721  -0.58203
F  0.96469  -1.63198  -2.63663
C  -4.08719  -0.42479  3.42031
O  -4.57411  -1.49970  3.26494
N  -3.68938  0.03145  4.57500
N  -4.02128  0.57495  2.52598
H  -3.92400  -0.62483  5.30599
H  -3.72580  1.04079  4.57810
H  -4.22349  0.21998  1.60229
H  -3.50182  1.43321  2.64288
C  -2.00615  -0.00902  -5.84961
O  -2.06022  0.68585  -6.83343
N  -0.90529  0.05993  -5.14602
N  -2.92467  -0.76700  -5.37669
H  -0.10634  0.55622  -5.51408
H  -0.91583  -0.57371  -4.35958
H  -3.75971  -0.85989  -5.93721
H  -2.85823  -1.15032  -4.44462
C  -5.34892  3.36468  1.42029
O  -5.06917  3.35173  2.52255
N  -4.42402  3.54766  0.54301
N  -6.51001  3.11308  0.90207
H  -3.49726  3.61323  0.93915
H  -4.69483  3.33439  -0.40634
H  -6.62311  2.98013  -0.09274
H  -7.26005  3.01308  1.57105
C  0.57631  0.25206  5.19754
O  0.05940  1.21552  5.80159
N  1.84437  -0.10472  5.49943
N  -0.09551  -0.65241  4.62291
H  2.32346  0.34406  6.26700
H  2.28331  -0.94821  5.15894
H  0.42041  -1.09014  3.87304
H  -1.01598  -0.85581  4.98550
C  -2.93145  -1.00541  -1.81618
O  -3.75694  -1.96664  -1.99177
N  -1.68448  -1.07321  -2.18795
N  -3.14598  0.11234  -1.21419
H  -1.28234  -1.85154  -2.69053
H  -1.21244  -0.35298  -1.66017
H  -4.06034  0.25534  -0.80970
H  -2.44619  0.83776  -1.27873
C  5.42470  0.79295  -1.54482
O  6.32033  0.17126  -1.01474
N  4.89284  0.49810  -2.71435
N  4.85001  1.82420  -1.04814
H  4.03139  0.94185  -2.99915
H  4.91533  -0.40133  -3.17328
H  4.13683  2.34677  -1.53640
H  5.02040  1.87077  -0.05371
C  4.04801  3.57771  2.14940
O  3.80990  4.34256  1.22332
N  3.24019  2.70433  2.71011
N  5.17853  3.45299  2.83377
H  3.47789  2.16855  3.53263
H  2.34125  2.89897  2.29282
H  6.01624  3.95486  2.57592
H  5.38005  2.60951  3.35150
C  5.78650  0.28264  2.62131
O  5.44621  0.62066  3.76815
N  6.93019  0.53907  2.02707
N  5.00383  -0.35935  1.81679
H  7.08604  0.37973  1.04196
H  7.54541  1.06632  2.63006
H  4.05870  -0.53762  2.12510
H  5.17914  -0.42630  0.82438
C  4.24166  -4.22770  -5.39944
C  4.35336  -3.28891  -4.23982
O  5.44321  -2.38828  -4.55200
O  3.50584  -5.41414  -4.95923
H  5.25330  -4.43191  -5.75011
H  3.76575  -3.80630  -6.28490
H  4.33226  -3.89889  -3.33672
H  3.49886  -2.61221  -4.24524
H  5.43183  -2.14415  -5.48036
H  3.59147  -6.00061  -5.71443
C  -2.02334  -3.06105  0.96147
C  -1.03904  -2.51587  2.00573
O  -0.34747  -1.41156  1.49547
O  -1.34658  -3.59033  -0.15270
H  -2.85498  -2.43599  0.63623
H  -2.42704  -3.89935  1.52926
H  -0.28007  -3.22999  2.32525
H  -1.58675  -2.22916  2.90347
H  -0.81863  -1.14690  0.70202
H  -1.59472  -3.11470  -0.94881
C  2.20940  -2.78464  3.21804
C  3.07962  -3.56015  4.11278
O  2.42251  -3.58319  5.40572
O  2.60396  -1.58301  2.54894
H  1.20818  -2.62724  3.61913
H  1.93206  -3.45494  2.40448
H  4.14236  -3.33170  4.19326
H  3.33694  -4.54163  3.71456
H  2.59016  -4.39378  5.89200
H  1.79035  -1.22804  2.18337
C  -4.21094  2.37603  -3.12652
C  -4.13184  2.74293  -4.69790
O  -5.29387  3.38160  -5.17347
O  -5.01631  3.31955  -2.50185
H  -3.21041  2.46503  -2.70329
H  -4.61430  1.40238  -2.84832
H  -3.74473  1.98965  -5.38406
H  -3.32374  3.46822  -4.79294
H  -5.53339  4.02253  -4.50010
H  -4.81635  4.14325  -2.95254
C  -0.52732  -5.27308  -4.07856
C  -0.66710  -3.91846  -4.82698
O  -1.56027  -3.02302  -4.26778
O  0.67220  -5.81202  -4.77191
H  -1.27417  -6.06343  -4.15365
H  -0.29266  -5.03437  -3.04122
H  -0.93208  -4.14607  -5.85950
H  0.21241  -3.27864  -4.75494
H  -2.42358  -3.26061  -4.61394
H  1.45029  -5.33920  -4.46759
C  -3.68303  4.88779  5.13651
C  -2.34623  4.69374  4.40778
O  -2.62084  4.93810  3.07911
O  -4.30944  3.62155  5.16190
H  -4.37220  5.47444  4.52906
H  -3.59366  5.38622  6.10175
H  -1.82474  3.74754  4.55218
H  -1.68143  5.43811  4.84602
H  -3.47484  4.70353  2.70862
H  -4.67232  3.50122  4.28132